(1)
{"formula": "C21H17F6N7O4S", "method": "ωB97M-V with the def2-TZVPD basis set", "symbols": ["N", "C", "C", "C", "C", "N", "O", "O", "C", "C", "N", "O", "O", "N", "C", "H", "H", "F", "C", "F", "F", "C", "C", "C", "N", "C", "S", "N", "C", "C", "C", "C", "C", "N", "C", "C", "C", "F", "F", "F", "C", "H", "H", "H", "H", "H", "H", "H", "H", "H", "H", "H", "H", "H", "H", "H"], "coordinates": [[-1.63034, -4.10658, 4.00124], [-1.15901, -3.03592, 4.02775], [-0.57100, -1.72912, 4.06291], [0.79456, -1.42845, 4.04914], [1.25008, -0.08022, 3.96140], [2.65881, 0.17864, 3.81989], [3.46222, -0.77572, 3.89988], [3.03202, 1.35641, 3.61787], [0.34514, 1.00449, 3.93471], [-1.00110, 0.69717, 4.06771], [-2.13437, 1.51974, 3.95341], [-2.30364, 2.72683, 3.86272], [-3.24413, 0.63101, 3.91359], [-2.83731, -0.71657, 4.00008], [-1.48601, -0.62739, 4.09448], [1.52688, -2.22773, 4.07773], [0.67530, 2.03306, 3.87783], [7.44289, -4.18079, -5.72713], [6.45747, -4.72077, -4.93933], [5.41926, -5.04807, -5.75733], [6.95809, -5.89221, -4.42608], [6.07050, -3.78297, -3.83784], [4.76150, -3.34493, -3.69923], [4.42544, -2.52398, -2.60902], [3.08092, -2.19574, -2.43171], [2.49048, -1.58384, -1.33316], [3.16337, -1.15741, 0.13950], [1.18037, -1.32834, -1.58737], [0.28395, -0.66643, -0.62596], [0.50538, 0.84123, -0.66146], [0.01374, 1.54280, -1.95890], [-0.59804, 2.88205, -1.47818], [-0.52655, 2.84803, 0.07195], [-0.19796, 1.48569, 0.38262], [5.41305, -2.08204, -1.74188], [6.71747, -2.52256, -1.92833], [7.76761, -2.08118, -0.95750], [9.01412, -2.03430, -1.51282], [7.49398, -0.83714, -0.45803], [7.83741, -2.94018, 0.11427], [7.06682, -3.38824, -2.95277], [4.00151, -3.65074, -4.40907], [2.43585, -2.48104, -3.17069], [0.81896, -1.46868, -2.52428], [-0.74237, -0.88186, -0.94210], [0.45476, -1.07857, 0.37620], [1.60036, 1.00922, -0.54751], [0.82817, 1.67714, -2.68100], [-0.76466, 0.92356, -2.42709], [-0.06468, 3.75022, -1.88694], [-1.65016, 2.93349, -1.79044], [0.23620, 3.56146, 0.44192], [-1.48392, 3.11833, 0.53607], [0.05870, 1.26717, 1.33552], [5.18204, -1.41256, -0.90616], [8.08138, -3.73663, -3.06716]], "atomic_forces_ev_per_a": [[0.9893, 2.3900, 0.0342], [-0.3981, -2.4886, 0.0549], [0.9475, 0.8088, 0.2503], [-1.1951, -0.6054, -0.0637], [-2.2153, 1.1151, -0.0806], [3.2621, 0.7018, -0.3117], [-1.9792, 1.5760, -0.0704], [-1.1263, -2.1443, 0.4113], [1.7832, -0.7705, 0.4728], [-2.0489, 0.4443, -0.4638], [0.5437, -0.8141, -0.1017], [0.2021, -1.7613, 0.1585], [1.1069, 0.1264, 0.2858], [2.0138, 1.7171, 0.1425], [-1.9782, -0.3460, -0.5870], [-0.0513, 0.1290, -0.1395], [0.1808, -0.0740, -0.1264], [-0.8253, -0.5723, 0.5885], [0.4625, -0.5842, -0.6236], [0.7740, 0.2238, 0.5760], [-0.4077, 0.9670, -0.5819], [-0.2022, 0.1024, -0.0339], [0.2292, 0.0911, 0.4430], [0.0643, -0.3410, -0.2881], [-0.3755, 0.3970, 0.4781], [-0.6239, 0.1338, -0.5352], [-0.1684, -0.3404, -0.2015], [-0.2367, -0.0264, 0.4164], [0.1260, -0.0507, -0.6660], [1.4322, 0.1009, -0.4684], [-0.0505, -0.2845, 0.4242], [-0.2185, -0.0468, 0.1079], [0.1771, 0.6818, -0.0269], [-1.4412, -0.3595, 0.7695], [0.4578, 0.2049, 0.3129], [0.0657, -0.1397, -0.3376], [0.5619, 0.3501, 0.9136], [-0.9903, -0.0514, 0.4805], [0.3760, -1.0637, -0.3379], [0.0487, 0.8232, -0.8999], [-0.2968, 0.1700, 0.1264], [0.0523, -0.0575, 0.0627], [0.5260, 0.1019, 0.4113], [0.1157, 0.0347, 0.3113], [0.0934, -0.0519, 0.1529], [0.0053, 0.0997, -0.2858], [-0.3363, -0.1334, -0.2957], [-0.2080, -0.0380, 0.1989], [0.1752, 0.1398, 0.0143], [-0.2213, -0.2429, 0.1349], [0.3570, 0.1404, 0.0039], [-0.1795, -0.1243, -0.1703], [0.1844, 0.0802, -0.1249], [0.2527, 0.1318, -0.2766], [0.1452, -0.4512, -0.6165], [0.0623, -0.0191, -0.0222]], "de_lowest_kj_mol": 0.0}

***

(2)
{"formula": "C10H30N2O4", "method": "ωB97M-V with the def2-TZVPD basis set", "symbols": ["C", "C", "O", "H", "H", "H", "H", "H", "H", "O", "H", "H", "C", "C", "C", "O", "C", "N", "H", "H", "H", "H", "H", "H", "H", "H", "H", "H", "H", "C", "C", "C", "O", "C", "N", "H", "H", "H", "H", "H", "H", "H", "H", "H", "H", "H"], "coordinates": [[-8.93373, 0.20484, -6.74019], [-9.77672, 1.52539, -6.64228], [-10.59740, 1.63528, -7.79839], [-7.97369, 0.36687, -7.24116], [-9.45020, -0.53072, -7.32497], [-8.57614, -0.12681, -5.75523], [-9.12705, 2.41038, -6.54326], [-10.38192, 1.54194, -5.78881], [-10.01103, 1.94631, -8.49581], [-11.82299, -1.04037, -8.13246], [-11.73057, -0.04379, -7.99399], [-12.22593, -0.94379, -9.05446], [-13.98260, -4.57264, -12.12914], [-13.35988, -3.31592, -11.61390], [-14.37502, -2.43344, -10.93775], [-13.78726, -1.17898, -10.58882], [-14.66404, -0.28011, -10.03488], [-12.21333, -3.64113, -10.78505], [-14.41602, -4.58307, -13.13681], [-14.75183, -4.83846, -11.39466], [-13.14953, -5.27386, -12.14196], [-12.97737, -2.69973, -12.43455], [-14.69825, -2.97908, -10.01829], [-15.23707, -2.14252, -11.57102], [-15.47144, -0.00885, -10.75270], [-14.10203, 0.64755, -9.65690], [-15.21378, -0.69559, -9.14715], [-11.77800, -2.86271, -10.31314], [-12.56277, -4.37510, -10.13367], [-13.54656, 0.71956, -5.23226], [-13.65960, -0.78027, -4.93837], [-14.73263, -1.55037, -5.71637], [-16.01672, -0.91414, -5.69900], [-16.94250, -1.71449, -6.36369], [-12.39120, -1.42747, -4.95298], [-12.80964, 1.12230, -4.60094], [-14.49128, 1.18072, -5.02642], [-13.38856, 0.91151, -6.29813], [-13.91517, -0.71482, -3.85478], [-14.74872, -2.59592, -5.28224], [-14.43670, -1.72637, -6.75398], [-16.52033, -1.91916, -7.32658], [-17.92051, -1.20056, -6.49627], [-17.00889, -2.70211, -5.81363], [-12.43222, -2.17802, -4.34259], [-12.04125, -1.60432, -5.86496]], "atomic_forces_ev_per_a": [[0.8868, 1.4936, 0.6594], [1.9527, -0.9264, -1.0200], [-0.0831, 0.5018, -0.0843], [-0.1753, 0.3424, -0.3601], [-0.4814, -0.5534, 0.2046], [-0.6943, -0.2494, -0.1183], [-0.0553, -0.2506, -0.1652], [-1.1987, -0.2874, 1.1116], [-0.2636, -0.1049, -0.1830], [-0.8786, 2.4512, -1.8938], [0.3837, -1.5693, 0.3747], [0.4490, -0.9520, 1.4533], [-0.0568, -0.6262, 0.1169], [0.7215, 2.1356, -1.1606], [-0.5982, 0.6548, 0.7505], [1.3908, -0.8995, -0.1164], [-1.2002, 1.4535, 1.3875], [-0.7804, -1.6164, 0.4182], [0.0265, 0.4898, 0.3464], [0.0653, -0.6187, -0.2556], [-0.3382, -0.5049, 0.0429], [0.0788, -0.1390, -0.2100], [-0.2112, 0.5003, -0.3255], [0.1160, -0.7762, 0.0884], [0.5137, 0.1932, 0.2185], [-0.7854, -1.3250, -0.8157], [0.5309, 0.1557, -0.4513], [-0.2856, 0.0291, 0.2391], [0.9197, 0.9738, -0.1324], [-1.1730, -1.1739, -1.7178], [-0.8835, 1.4405, 1.2437], [-0.1306, -0.4956, 0.5248], [0.9744, 0.2494, 0.7296], [-0.3459, -0.8460, 0.6332], [0.2315, 1.6415, -0.3537], [1.1105, 0.6414, 0.5474], [-0.6111, 0.3396, 0.2921], [0.5049, 0.0814, 0.0731], [-0.3864, -0.6546, -0.5681], [-0.4295, 0.8572, -0.1255], [0.2689, 0.3307, -0.2536], [-0.0862, -0.3999, -1.0501], [0.7238, -0.3697, 0.4247], [-0.4880, 0.8553, -0.5865], [0.4665, -1.9479, 0.8172], [0.3051, -0.5252, -0.7502]], "de_lowest_kj_mol": 55.7}

***

Number 1: orbital gap 5.99 eV, largest force on an atom 0.0652 hartree/bohr. Number 2: orbital gap 9.68 eV, largest force on an atom 0.0626 hartree/bohr.